{"formula": "C18H60O21", "method": "wB97M-V/def2-TZVPD", "species": ["C", "C", "O", "O", "H", "H", "H", "H", "H", "H", "C", "C", "O", "O", "H", "H", "H", "H", "H", "H", "C", "C", "O", "O", "H", "H", "H", "H", "H", "H", "C", "C", "O", "O", "H", "H", "H", "H", "H", "H", "C", "C", "O", "O", "H", "H", "H", "H", "H", "H", "C", "C", "O", "O", "H", "H", "H", "H", "H", "H", "C", "C", "O", "O", "H", "H", "H", "H", "H", "H", "C", "C", "O", "O", "H", "H", "H", "H", "H", "H", "C", "C", "O", "O", "H", "H", "H", "H", "H", "H", "O", "H", "H", "O", "H", "H", "O", "H", "H"], "xyz": [[3.998, 4.237, 0.432], [3.986, 4.489, -1.086], [3.285, 3.458, -1.837], [4.691, 3.052, 0.876], [2.962, 4.168, 0.817], [4.550, 5.061, 0.921], [4.997, 4.577, -1.455], [3.577, 5.522, -1.218], [2.330, 3.588, -1.661], [4.345, 2.207, 0.513], [-4.302, 1.517, 2.475], [-4.557, 2.877, 1.845], [-4.022, 3.028, 0.533], [-2.889, 1.259, 2.375], [-4.826, 0.722, 1.974], [-4.588, 1.451, 3.532], [-4.011, 3.601, 2.427], [-5.578, 3.203, 1.897], [-3.715, 2.195, 0.172], [-2.760, 0.281, 2.392], [-1.403, -3.766, 2.411], [-2.210, -2.711, 3.170], [-3.046, -1.973, 2.245], [-0.386, -3.200, 1.584], [-2.087, -4.324, 1.806], [-0.959, -4.429, 3.142], [-1.569, -2.066, 3.775], [-2.939, -3.098, 3.909], [-2.398, -1.834, 1.479], [0.309, -2.759, 2.100], [-1.071, 4.251, 0.533], [0.200, 4.920, 0.209], [0.869, 4.191, -0.868], [-0.840, 2.951, 1.129], [-1.707, 4.096, -0.371], [-1.519, 4.943, 1.268], [0.933, 4.826, 0.981], [0.022, 5.971, -0.026], [0.296, 4.041, -1.624], [-1.538, 2.738, 1.766], [-2.647, -4.223, -1.257], [-2.949, -4.709, -2.678], [-3.413, -3.662, -3.542], [-3.871, -3.836, -0.515], [-2.005, -3.368, -1.337], [-2.039, -4.975, -0.733], [-3.655, -5.495, -2.488], [-2.038, -5.194, -3.068], [-4.318, -3.526, -3.244], [-3.617, -3.132, 0.088], [4.809, 0.828, -2.256], [4.470, -0.106, -1.138], [3.494, 0.418, -0.302], [3.666, 0.960, -3.051], [5.639, 0.377, -2.756], [5.094, 1.789, -1.865], [5.356, -0.387, -0.525], [4.226, -1.063, -1.566], [2.616, 0.440, -0.754], [3.342, 1.853, -2.812], [1.516, -1.801, 4.806], [1.353, -0.860, 3.686], [1.964, -1.542, 2.580], [0.742, -3.015, 4.539], [1.012, -1.389, 5.692], [2.572, -2.007, 5.065], [1.825, 0.090, 3.944], [0.328, -0.658, 3.390], [2.594, -1.037, 2.032], [1.295, -3.618, 4.048], [2.206, -2.826, -0.377], [1.063, -2.766, -1.373], [0.891, -4.018, -2.025], [3.446, -3.190, -0.938], [1.995, -3.489, 0.476], [2.294, -1.815, 0.045], [1.214, -1.966, -2.114], [0.130, -2.629, -0.847], [1.648, -4.211, -2.597], [3.392, -4.183, -0.987], [-1.645, 0.297, -0.620], [-0.436, 0.729, -1.407], [0.680, 0.821, -0.538], [-1.261, -0.807, 0.199], [-2.369, -0.027, -1.360], [-2.011, 1.209, -0.049], [-0.706, 1.667, -1.910], [-0.230, -0.035, -2.154], [0.644, 1.680, -0.130], [-0.391, -0.648, 0.556], [-1.932, -1.171, -3.416], [-2.455, -1.986, -3.457], [-1.562, -1.076, -4.299], [-4.371, 0.140, -3.012], [-4.176, 0.345, -2.106], [-3.596, -0.338, -3.344], [0.930, 3.454, -3.779], [1.758, 3.868, -3.536], [1.061, 2.561, -3.430]], "atomic_forces_ev_per_a": [[0.155, -1.179, 0.108], [-0.555, 0.206, 0.595], [0.154, 1.147, 0.288], [0.066, 0.095, -0.480], [0.351, 0.365, -0.221], [-0.465, -0.242, -0.234], [0.340, -0.492, -0.227], [-0.252, -0.856, -0.177], [0.568, 0.100, 0.556], [-0.294, 0.834, -0.074], [0.630, -0.061, 0.058], [1.157, -0.170, 0.245], [-0.459, 0.100, -0.149], [-0.112, -0.754, 0.034], [-0.419, -0.328, -0.464], [-0.194, 0.461, -0.153], [0.289, 0.390, 0.566], [-0.774, -0.257, -0.222], [-0.068, -0.291, 0.202], [-0.130, 0.796, -0.022], [0.489, 0.856, 1.332], [-1.132, -0.050, 0.168], [2.064, 0.314, -1.233], [-0.463, -0.022, -0.190], [-0.242, -0.353, -0.681], [0.106, -0.345, 0.203], [0.243, 0.219, -0.361], [0.520, -0.480, -0.439], [-1.156, 0.332, 0.912], [-0.248, -0.181, 0.160], [-0.945, -0.756, 1.054], [0.951, -1.031, -1.741], [-0.075, 0.447, 0.314], [0.393, 0.879, -0.316], [0.231, 0.529, 0.651], [-0.560, -0.472, -0.330], [0.100, 0.216, 0.886], [0.132, -0.024, -0.279], [-0.440, 0.261, -0.249], [-0.116, -0.122, -0.239], [-0.352, 0.512, 0.212], [0.790, 0.115, 1.462], [0.035, -0.739, 0.490], [1.271, -0.816, -1.236], [0.370, 0.725, 0.036], [-0.514, -0.086, 0.049], [-0.915, -0.466, -0.717], [-0.342, 0.580, -0.127], [-0.183, 0.386, -0.167], [-0.053, 0.016, 0.136], [-0.052, -0.484, 0.996], [1.637, -0.733, 0.272], [-1.497, 0.242, 0.739], [-0.640, 0.888, -0.558], [0.556, -0.100, -0.957], [0.345, 0.457, 0.163], [-0.322, 0.671, -0.124], [-0.725, -0.447, -0.289], [0.774, 0.064, 0.336], [0.168, -0.511, -0.324], [-1.583, -1.026, 1.483], [1.159, 0.274, -1.150], [0.365, 0.135, -0.772], [0.630, 0.841, 0.457], [0.326, -0.018, -0.040], [-0.504, 0.035, -0.366], [0.178, 0.072, -0.245], [-0.342, -0.046, 0.401], [-0.555, 0.116, 0.536], [0.348, -0.257, -0.278], [-0.581, 0.859, 0.868], [0.361, -0.658, -0.187], [0.112, -0.513, -0.462], [0.026, -1.882, -0.433], [-0.304, 0.079, -0.354], [0.236, -0.175, -0.149], [0.043, -0.084, 0.202], [-0.141, 0.400, 0.213], [-0.205, 0.293, 0.198], [0.427, 1.479, -0.074], [0.324, 0.809, 0.459], [-0.365, -0.198, -0.332], [0.401, -0.228, -0.616], [-1.659, 0.017, -0.180], [-0.238, -0.249, 0.291], [0.301, -1.335, -0.217], [0.425, 0.050, -0.013], [0.207, 0.095, 0.023], [-0.031, 0.788, 0.643], [0.599, 0.295, 0.085], [0.023, 0.129, -0.176], [-0.007, -0.567, 0.013], [0.071, -0.006, -0.054], [-0.448, -0.077, -0.643], [0.073, 0.081, 0.489], [0.118, 0.218, 0.184], [-0.275, -0.406, 0.459], [0.490, 0.425, -0.188], [-0.198, -0.125, -0.313]], "lowdin_charge": [-0.21, -0.19, -0.12, -0.09, 0.10, 0.13, 0.11, 0.13, 0.04, 0.06, -0.20, -0.22, -0.06, -0.10, 0.12, 0.12, 0.11, 0.11, 0.05, 0.08, -0.21, -0.21, -0.11, -0.07, 0.11, 0.11, 0.10, 0.13, 0.07, 0.05, -0.22, -0.18, -0.10, -0.08, 0.13, 0.13, 0.11, 0.13, 0.07, 0.06, -0.20, -0.21, -0.06, -0.07, 0.09, 0.12, 0.11, 0.13, 0.10, 0.05, -0.26, -0.27, -0.08, -0.06, 0.11, 0.10, 0.14, 0.10, 0.07, 0.05, -0.21, -0.22, -0.09, -0.07, 0.13, 0.14, 0.13, 0.11, 0.10, 0.08, -0.26, -0.23, -0.07, -0.07, 0.12, 0.09, 0.13, 0.08, 0.09, 0.11, -0.20, -0.22, -0.06, -0.07, 0.08, 0.10, 0.13, 0.10, 0.07, 0.07, -0.05, 0.02, 0.08, -0.06, 0.00, -0.01, -0.03, 0.03, 0.03], "fmax_ev_per_a": 2.425, "smiles": "OCCO.OCCO.OCCO.OCCO.OCCO.OCCO.OCCO.OCCO.OCCO.O.O.O", "homo_energy_ev": -9.5, "orbital_gap_ev": 10.00, "de_lowest_ev": 0.000}